DFT (the ωB97M-V functional and the def2-TZVPD basis) results for a 2-piece molecular cluster, C3H6N4O overall at a distorted geometry.

Geometry (Å):
C -0.36335 0.64895 -0.36059
C -1.48257 -0.18515 -0.29950
C 0.42783 -0.13382 0.52966
H -0.57024 1.56550 -2.11545
H -0.29371 -0.20779 -2.36081
H -0.80616 1.66435 -0.08295
H -2.28768 -0.30890 -1.12057
H 2.34670 0.16858 0.29177
H 0.94186 -1.07621 2.93867
N 0.12264 0.80616 -1.80782
N -1.47523 -1.22794 0.39847
N -0.19417 -1.20285 0.95792
N 1.60599 0.28435 1.11729
O 2.02809 -0.79524 1.91390

Cartesian forces, eV/Å:
C -0.114 3.259 -2.573
C -6.908 -2.451 -4.178
C 0.579 -1.349 2.535
H 1.424 -1.542 -0.179
H 1.661 3.980 1.922
H 1.488 -0.964 0.429
H 0.880 1.418 1.308
H -1.506 0.948 2.080
H 3.461 1.231 -4.083
N -3.066 -2.293 -1.055
N 0.788 -0.280 0.407
N 1.606 0.566 1.377
N 1.870 -1.681 -2.176
O -2.163 -0.840 4.186

Output
* E_HOMO: -9.10 eV
* multiplicity: 1
* M: 114.108 g mol⁻¹